A molecular structure, C3H11P3. Source: the Open Molecules 2025 dataset; level of theory: the ωB97M-V functional and the def2-TZVPD basis.

```
17
Properties=species:S:1:pos:R:3:forces:R:3
P 1.18934 -0.79804 1.07555 -2.256 2.336 1.094
P -1.02191 1.91752 0.36295 -1.216 -0.851 -0.318
P 2.70905 -0.03807 -0.22526 2.169 -2.784 -1.492
C -0.38089 -0.05564 -1.48604 -1.186 -0.767 0.543
C -0.68843 0.14456 0.04187 2.155 -2.236 -0.719
C -1.75061 -0.82601 0.55876 2.248 0.674 -0.143
H -1.34008 0.01360 -2.10497 1.149 0.300 0.756
H 0.32120 0.74866 -1.73051 -0.011 -0.551 -0.685
H -0.70470 1.88086 1.69820 0.288 0.215 0.942
H 3.89624 -0.18844 0.65399 -1.085 -0.009 -0.538
H 0.19783 2.28782 -0.09408 1.302 0.758 -0.264
H -1.79263 -0.64929 1.61002 -0.574 -0.211 0.892
H 0.98718 -2.02374 0.56606 -0.341 -1.582 -1.037
H 0.00139 -1.10672 -1.68890 -0.114 1.456 0.249
H -2.64491 -0.55735 0.06344 -1.329 -0.248 -0.407
H -1.37005 -1.83306 0.37359 -0.647 -0.047 -0.093
H 2.39200 1.08333 0.32532 -0.551 3.545 1.221
```
Forces are in eV/Å.

Relative energy (zero: lowest compared OMol25 entry of this formula, charge and spin): 1.276 eV
2S+1: 1

A molecular structure, C31H34KN2P2S3. Source: the Open Molecules 2025 dataset; level of theory: the ωB97M-V functional and the def2-TZVPD basis.

```
73
Properties=species:S:1:pos:R:3:forces:R:3
K -1.53536 -1.37829 0.94900 -0.139 -0.623 0.163
S -4.32130 -2.55188 2.00164 -0.012 -0.031 0.056
S -2.58131 -0.12640 -1.60100 -0.184 -0.077 -0.051
S 1.48369 -0.88244 2.42598 -0.184 -0.228 0.269
P 1.45556 -0.15694 0.54249 -0.128 0.124 0.160
P -0.72533 0.66648 -1.41233 0.101 0.016 0.137
N -2.81498 0.30707 2.59392 -0.071 0.133 0.015
N -1.65886 -2.02649 3.72663 -0.010 -0.013 0.014
C 5.23682 1.42048 0.97539 0.050 -0.046 0.044
C -4.93972 -0.83589 1.99752 -0.058 -0.059 0.036
C -1.31115 5.09817 -2.56523 -0.001 0.031 -0.003
C -0.82784 4.75863 -1.31174 0.008 -0.003 0.015
C 0.03911 0.53291 0.04927 0.339 0.387 -0.333
C 0.25529 0.06377 -2.84286 0.052 -0.047 -0.064
C -2.49527 -3.15470 4.05601 0.003 -0.018 0.090
C 2.84950 2.13600 -0.22946 0.009 -0.045 0.056
C -0.95573 2.41997 -1.88718 -0.003 0.138 0.011
C 3.95032 2.97916 -0.32225 0.015 0.033 -0.021
C 5.14677 2.62003 0.27859 0.015 0.039 -0.025
C -3.97865 -2.92633 3.74772 -0.013 0.062 -0.079
C 4.13487 0.58600 1.07623 -0.011 0.084 -0.019
C -1.45613 2.76594 -3.14170 0.029 0.049 0.095
C 1.72471 -3.89717 -1.10135 -0.071 -0.011 -0.018
C 1.30834 0.82446 -3.35064 -0.060 -0.040 0.009
C -1.62482 4.09782 -3.48015 -0.027 0.003 -0.073
C 0.03063 -1.20616 -3.36391 0.067 0.048 -0.060
C 3.41319 -2.58964 -2.18697 0.017 -0.029 -0.029
C -0.64597 3.42035 -0.97670 -0.016 0.036 -0.034
C 2.10708 0.33144 -4.37101 0.035 0.026 -0.020
C 2.01922 -1.57374 -0.49408 0.070 0.004 -0.022
C -4.22373 0.18439 2.87959 -0.051 0.022 -0.030
C -1.82252 -0.83823 4.54894 -0.011 0.062 -0.020
C 3.04548 -1.48543 -1.42857 -0.014 0.035 0.024
C 2.93002 0.94064 0.47317 0.018 0.045 -0.226
C 1.35876 -2.79357 -0.34973 -0.005 -0.067 -0.101
C 1.87488 -0.93731 -4.88494 0.046 0.001 -0.033
C 2.76035 -3.79990 -2.02285 0.018 -0.012 -0.020
C -1.91228 0.44882 3.72116 -0.037 0.017 0.048
C 0.84125 -1.70675 -4.37354 -0.049 -0.038 0.016
H -2.00722 4.36226 -4.45945 0.002 0.000 0.006
H 4.18644 -0.33914 1.63624 0.010 -0.011 0.012
H -2.73209 -0.95179 5.14718 0.006 -0.022 0.000
H 1.90544 2.39761 -0.69158 -0.033 0.013 0.012
H 2.91591 0.93775 -4.76260 -0.001 -0.005 0.001
H -6.00235 -0.84725 2.24992 0.002 0.027 -0.015
H -1.71902 1.98029 -3.84020 -0.002 0.006 -0.016
H -0.26642 3.12175 -0.00505 0.024 -0.005 0.004
H -4.76595 1.13388 2.75534 0.020 0.000 0.025
H -0.79915 -1.78538 -2.97850 -0.006 -0.018 0.001
H 0.66295 -2.70288 -4.76167 0.004 0.003 -0.001
H 3.87122 3.91442 -0.86457 0.002 -0.004 0.002
H -2.15060 -4.01379 3.47514 0.016 -0.001 0.006
H 4.21055 -2.49627 -2.91500 -0.001 -0.002 0.001
H -0.58662 5.53520 -0.59494 0.001 -0.009 0.003
H 0.56242 -2.89050 0.38230 0.196 -0.026 0.000
H -0.92329 0.68231 3.32093 -0.008 -0.023 -0.019
H -1.44672 6.13978 -2.83250 -0.003 -0.005 -0.003
H -4.53411 -3.82755 4.01066 -0.006 -0.003 0.005
H -2.61122 0.98131 1.86673 -0.022 0.055 -0.002
H 3.56878 -0.54735 -1.56957 -0.022 -0.004 0.013
H -1.00256 -0.72069 5.26667 0.002 0.002 -0.004
H -2.21028 1.26241 4.40491 0.081 0.033 -0.021
H 2.50353 -1.32824 -5.67667 0.001 0.010 0.001
H -2.43483 -3.44450 5.12123 0.009 -0.023 -0.021
H -0.68129 -2.26318 3.60832 -0.005 0.010 0.013
H 6.00900 3.27316 0.20848 -0.004 -0.003 0.002
H -4.38599 -2.11960 4.35572 0.000 -0.011 0.020
H 6.17125 1.14024 1.44824 -0.006 -0.001 -0.003
H -4.35051 -0.08874 3.92925 0.011 0.010 0.011
H -4.84557 -0.54275 0.94870 0.002 0.007 -0.001
H 1.50096 1.81286 -2.94819 -0.010 -0.012 -0.014
H 1.20286 -4.83817 -0.96941 0.003 0.003 0.004
H 3.04960 -4.66269 -2.61110 0.000 0.005 -0.002
```
Forces are in eV/Å.

Net charge: -1
Relative energy (zero: lowest compared OMol25 entry of this formula, charge and spin): 0.000 eV
2S+1: 1

A molecular structure, C6H12O. Source: the Open Molecules 2025 dataset; level of theory: the ωB97M-V functional and the def2-TZVPD basis.

```
19
Properties=species:S:1:pos:R:3:forces:R:3
O 1.12793 0.26987 -0.47709 -1.140 -0.931 -3.058
C 0.73473 1.28617 0.28395 -2.244 -2.496 -1.895
C -0.76803 1.25177 1.10885 0.690 0.717 0.542
C 0.47859 0.61993 1.60920 1.072 0.813 0.572
C -1.12054 -0.87649 -1.90618 1.588 -1.129 -2.926
C 0.21467 -0.28057 -1.86707 1.868 1.510 3.008
C 0.52131 -0.93623 1.74592 -0.130 0.852 0.090
H 1.17704 1.09084 2.22464 0.243 0.538 2.539
H -0.40770 -1.32252 -3.04270 -3.056 0.471 2.451
H 0.05199 -1.18187 2.71022 0.140 0.138 -0.128
H -0.02918 -1.50193 0.98959 -0.042 0.432 -0.110
H -1.93487 -0.25872 -2.28011 -0.052 -0.174 0.405
H 0.35256 0.63482 -2.46597 0.297 -1.131 -0.264
H -1.36371 -1.74287 -1.24675 0.290 0.826 -0.710
H 0.89616 -1.05253 -1.60652 1.006 -0.689 -1.809
H -0.80105 2.31671 1.24028 -0.239 0.465 0.718
H 1.05206 2.23557 -0.26130 -0.771 -0.388 2.203
H 1.53580 -1.34928 1.75962 -0.092 0.352 -0.048
H -1.71779 0.79733 1.48142 0.570 -0.178 -1.579
```
Forces are in eV/Å.

Relative energy (zero: lowest compared OMol25 entry of this formula, charge and spin): 7.658 eV
2S+1: 1

A molecular structure, C46H34N2O8P2PtTe. Source: the Open Molecules 2025 dataset; level of theory: the ωB97M-V functional and the def2-TZVPD basis.

```
94
Properties=species:S:1:pos:R:3:forces:R:3
Pt 0.44939 0.60607 0.92680 -2.207 0.275 -0.622
Te 1.18290 1.28452 3.43780 -0.401 0.108 0.392
P -0.44926 -1.59024 1.02272 0.746 1.426 0.131
P -0.34384 2.40927 -0.14904 1.148 -1.386 0.964
O 4.01044 0.39187 3.52542 0.682 -0.274 -0.201
O 2.57815 -0.08208 -0.06187 1.004 -0.271 0.173
O 7.72700 -2.86469 2.06546 -0.292 0.425 -1.074
O -1.82124 -0.01339 -0.91700 -0.643 -0.226 -0.744
O 5.38251 -0.29851 -2.96614 -0.375 -0.086 0.404
O 8.22206 -2.69595 -0.05129 -0.612 0.174 0.820
O 2.15976 -0.37645 2.60519 0.360 -0.539 0.456
O 3.25945 -0.21724 -2.57648 1.013 -0.288 0.434
N 7.45545 -2.47768 0.90957 1.570 -0.933 0.287
N 4.41370 -0.42789 -2.19267 -0.510 0.563 -2.137
C -0.00086 -3.78242 2.79703 -0.052 0.077 -0.091
C -2.36667 1.06555 -1.53942 0.374 0.770 0.237
C 3.44598 -0.24883 2.65061 0.323 0.366 1.004
C 2.01566 -4.07829 -1.91880 0.127 -0.138 -0.148
C -1.68640 2.28189 -1.36793 -0.443 0.245 -0.504
C -1.07310 3.59188 1.01955 -0.075 -0.080 0.034
C 2.72283 3.20307 -2.61437 0.081 0.136 -0.119
C -0.88009 -1.74648 3.71668 -0.066 0.140 -0.209
C 5.40854 -1.44214 1.74553 -0.531 0.111 0.325
C 1.76617 2.59199 -1.82976 -0.003 -0.061 0.053
C 2.53755 -3.70684 -0.68868 0.088 -0.041 -0.004
C 0.04278 -4.32660 4.06758 0.072 -0.190 0.146
C -2.10113 5.00852 3.18513 -0.060 -0.005 0.085
C -3.93202 -1.14769 -1.06808 -0.129 -0.071 0.094
C -2.42734 3.51631 1.33520 0.179 0.080 -0.214
C -0.34881 -3.57783 5.16637 -0.007 -0.032 0.055
C -4.31322 -2.92971 0.52710 -0.328 -0.130 -0.067
C -3.23903 3.30414 -2.88934 -0.399 0.066 -0.305
C 2.79604 4.58710 -2.65724 0.095 0.090 -0.066
C -3.54434 0.97884 -2.26785 -0.320 0.226 -0.253
C 1.90910 5.35847 -1.92436 0.142 0.257 -0.046
C 4.67165 -0.81982 -0.87009 0.822 -0.656 1.126
C 4.19767 -0.84706 1.51914 0.579 -0.228 -0.084
C -0.09405 -3.10621 -1.32534 -0.014 -0.007 0.174
C 1.74752 -3.02814 0.21643 -0.066 -0.012 0.041
C 0.42368 -2.71971 -0.09446 -0.083 -0.010 -0.004
C 3.69736 -0.56584 0.17369 -0.803 0.412 -0.182
C 5.89929 -1.41241 -0.60824 -0.059 0.035 -0.120
C -2.93477 4.21529 2.41131 -0.146 0.129 0.162
C -3.96721 2.12208 -2.95542 0.362 -0.219 0.284
C -3.72423 -1.15553 -3.52169 -0.045 0.065 0.091
C 0.86903 3.36664 -1.09735 -0.323 0.195 -0.156
C 0.69959 -3.78521 -2.23005 0.004 -0.040 -0.226
C 6.25783 -1.79751 0.68373 -0.977 0.580 -0.788
C -5.78226 -0.16787 -2.49798 0.244 -0.009 0.070
C -0.74681 5.07599 2.88891 -0.084 0.114 0.171
C -0.23264 4.35885 1.82831 0.025 -0.032 -0.277
C 0.93598 4.75482 -1.15061 0.036 -0.145 -0.023
C -4.75868 -2.12414 -0.51108 0.252 0.102 0.001
C -2.17638 -1.83731 0.49663 -0.182 0.030 -0.197
C -0.45491 -2.48100 2.60983 -0.039 -0.107 0.065
C -2.66371 -0.99601 -0.51593 -0.167 -0.371 0.560
C -3.02668 -2.81133 1.01418 0.271 0.369 -0.238
C -4.27096 -0.35495 -2.32150 -0.121 -0.097 -0.194
C -0.81498 -2.28412 4.98657 -0.088 -0.132 0.179
C -2.12498 3.39992 -2.08670 0.164 -0.761 0.341
H -3.98455 4.12885 2.65808 -0.087 0.028 0.021
H -1.11846 -2.86676 -1.57678 -0.053 -0.006 -0.053
H 5.74465 -1.62569 2.75733 -0.087 0.098 0.026
H -6.28662 -1.12994 -2.54801 -0.036 -0.084 -0.007
H -4.97334 -3.68058 0.94107 -0.068 -0.028 0.010
H -1.23754 -0.73497 3.56422 0.138 0.049 0.036
H 1.72696 1.51003 -1.75483 0.010 0.015 0.079
H 1.98712 6.43811 -1.94364 -0.002 0.082 -0.047
H 0.28763 -4.06457 -3.19233 0.034 -0.037 -0.038
H -3.56440 4.16333 -3.46136 -0.075 0.047 -0.022
H -2.67346 -3.46380 1.79899 0.038 -0.035 0.068
H -4.19787 -2.13520 -3.56599 -0.031 -0.123 -0.002
H 0.39785 -5.34046 4.20146 0.039 -0.053 0.028
H -1.58520 4.33107 -1.99509 0.028 0.076 0.016
H -6.20055 0.40568 -1.67289 -0.059 0.048 0.056
H 2.64346 -4.58597 -2.63847 0.035 -0.038 -0.053
H 0.24080 5.35834 -0.57989 -0.002 0.008 0.003
H -0.28045 -4.00148 6.15978 -0.004 -0.014 0.064
H 0.82766 4.37315 1.61477 0.067 -0.025 0.102
H -3.91797 -0.62591 -4.45266 -0.018 0.089 -0.121
H 3.42125 2.60383 -3.17791 0.080 -0.134 -0.060
H -2.64993 -1.29172 -3.42193 0.127 -0.041 -0.017
H 2.15393 -2.71279 1.16887 0.052 0.074 0.022
H 6.58512 -1.57239 -1.42690 -0.051 -0.075 0.017
H 3.55643 5.06946 -3.25413 0.106 0.055 -0.076
H -0.09018 5.66995 3.50949 0.077 0.037 0.030
H -1.10920 -1.68822 5.84042 -0.016 0.039 0.011
H -5.99380 0.35065 -3.42993 -0.037 0.050 -0.070
H -2.50196 5.55203 4.03017 -0.013 0.038 0.059
H 0.32452 -4.36834 1.94804 0.012 -0.030 -0.019
H -4.85719 2.09554 -3.56364 -0.135 -0.055 -0.049
H -3.07459 2.89005 0.73679 -0.101 -0.056 -0.004
H -5.75561 -2.27898 -0.89182 -0.127 0.025 -0.091
H 3.57098 -3.92028 -0.44691 0.046 -0.012 0.015
```
Forces are in eV/Å.

Net charge: -2
Relative energy (zero: lowest compared OMol25 entry of this formula, charge and spin): 1.492 eV
2S+1: 1

Number 1: electronic energy -1144.84311 a.u.. Number 2: electronic energy -3788.51964 a.u.. Number 3: electronic energy -310.77784 a.u.. Number 4: electronic energy -3554.73418 a.u..